No. 1
{"formula": "C26H44FN6O3S", "method": "the ωB97M-V functional and the def2-TZVPD basis", "elements": ["S", "F", "O", "O", "O", "N", "N", "N", "N", "N", "N", "C", "C", "C", "C", "C", "C", "C", "C", "C", "C", "C", "C", "C", "C", "C", "C", "C", "C", "C", "C", "C", "C", "C", "C", "C", "C", "H", "H", "H", "H", "H", "H", "H", "H", "H", "H", "H", "H", "H", "H", "H", "H", "H", "H", "H", "H", "H", "H", "H", "H", "H", "H", "H", "H", "H", "H", "H", "H", "H", "H", "H", "H", "H", "H", "H", "H", "H", "H", "H", "H"], "positions_angstrom": [[-3.03712, -4.27331, 4.98036], [3.11601, -2.06733, 1.47045], [-1.87008, 3.51896, 0.43073], [-3.22214, -0.67241, 2.85790], [-1.88400, 0.73610, 4.03379], [-1.62504, -2.74815, 3.16141], [1.60524, 5.26652, -3.74199], [2.36489, 1.33953, -2.56066], [-0.18469, -1.12003, 2.28131], [-3.30052, -0.39179, -2.65452], [0.02516, 2.17128, 0.47018], [-4.31128, -0.82687, -2.34571], [1.47614, 4.79926, -4.77592], [-0.53820, 0.86760, 0.95906], [-0.20607, -1.47777, 4.76731], [-2.17080, -0.34448, 3.47483], [-4.73646, -2.36999, 0.22615], [2.50228, -3.28532, 3.39725], [-2.19202, -3.41503, 3.96641], [-5.77086, -1.47081, -0.43427], [-1.00313, -1.41617, 3.45560], [0.58965, 2.80798, -5.93067], [-1.13261, 2.69983, -1.64963], [-0.92569, -1.05164, 6.04499], [1.32979, 4.14444, -6.07372], [0.24079, 0.25233, 2.11515], [-1.05423, 2.87049, -0.16194], [-5.61065, -1.37710, -1.95784], [5.10651, -1.16185, -2.65864], [3.79104, -1.80356, -2.23292], [0.77577, -2.10660, 1.87958], [2.44384, 0.21384, -2.74049], [2.17436, -2.07870, 2.53542], [2.07435, 2.82854, 1.73309], [0.57175, 3.02926, 1.54631], [1.32036, 1.82188, -5.02542], [2.58169, -1.22296, -2.97679], [-6.38441, -0.73680, -2.38377], [-0.43076, 0.15174, 0.14437], [0.38615, -3.11623, 1.95380], [-1.87817, -1.55903, 6.16214], [-1.78394, 3.47363, -2.03921], [-0.30423, -1.32659, 6.89904], [-0.41111, 2.99010, -5.53547], [1.29352, 0.31550, 1.83253], [0.98305, -1.94409, 0.81825], [1.41284, 2.20081, -4.00780], [2.30252, 2.18196, 2.57805], [2.45419, -3.07826, 4.46030], [-5.70746, -2.36602, -2.40966], [0.46694, 2.37185, -6.92447], [0.77721, 0.87828, -4.97313], [-5.70518, -0.47241, 0.00063], [-3.72748, -1.98177, 0.08814], [-4.90626, -2.42214, 1.29998], [-1.59659, 0.95670, 1.19708], [2.34162, -1.14713, 3.06718], [1.66310, -1.71449, -2.65519], [0.78557, 4.81614, -6.73845], [0.02900, 2.94897, 2.48607], [2.68679, -1.37825, -4.05225], [0.43641, 4.05783, 1.22441], [-0.15164, 2.69954, -2.10875], [3.52140, -3.59062, 3.16929], [1.87130, -4.13442, 3.15137], [2.51002, 2.40949, 0.83179], [-6.77338, -1.84853, -0.22074], [-4.77571, -3.38558, -0.17958], [5.94309, -1.62174, -2.13241], [0.69154, -0.87187, 4.65547], [5.27586, -1.28140, -3.73139], [-1.06996, 0.01882, 6.05434], [0.15417, -2.49849, 4.91062], [2.56098, 3.77849, 1.94358], [2.32489, 1.61449, -5.40106], [3.83186, -2.87786, -2.42169], [-1.64646, 1.75243, -1.82268], [5.11947, -0.09597, -2.42821], [3.65364, -1.67369, -1.15826], [2.32367, 3.98706, -6.49566], [0.13790, 0.83357, 3.02524]], "orbital_gap_ev": 7.37, "charge": -1, "homo_ev": -5.04, "max_force_ev_per_a": 1.535, "total_energy_ev": -56311.975}

=====

No. 2
{"formula": "C26H44N2O3PtSb", "method": "the ωB97M-V functional and the def2-TZVPD basis", "elements": ["Pt", "Sb", "O", "O", "O", "N", "N", "C", "C", "C", "C", "C", "C", "C", "C", "C", "C", "C", "C", "C", "C", "C", "C", "C", "C", "C", "C", "C", "C", "C", "C", "C", "C", "H", "H", "H", "H", "H", "H", "H", "H", "H", "H", "H", "H", "H", "H", "H", "H", "H", "H", "H", "H", "H", "H", "H", "H", "H", "H", "H", "H", "H", "H", "H", "H", "H", "H", "H", "H", "H", "H", "H", "H", "H", "H", "H", "H"], "positions_angstrom": [[1.16457, -0.71439, -1.76937], [-0.50273, 1.34241, 0.64197], [-1.00718, -4.16322, 2.69739], [-0.01292, -0.60160, -0.13532], [2.45334, 0.01895, -0.39787], [0.34671, -2.84944, -3.63265], [0.58655, -1.51045, -3.47435], [-1.95378, 1.39637, -2.09742], [-1.72195, 3.57846, -0.85430], [-3.20327, -0.12236, 0.88906], [-0.05781, -3.36218, 2.28359], [-3.04306, 2.05443, 2.15684], [1.27035, -3.37191, 2.74698], [-0.46011, -2.42489, 1.30007], [0.31627, -1.98647, -5.64385], [-1.02883, 2.27221, -1.25763], [2.17278, -2.49631, 2.19621], [0.24872, 2.61394, -2.02034], [0.73826, 0.47225, -4.99359], [-0.72507, -5.19165, 3.67215], [1.97466, 3.65161, 1.07812], [0.45274, -1.55038, 0.78562], [0.55260, -0.97863, -4.73440], [-2.34903, 0.75350, 1.79132], [-1.80098, 0.04764, 3.02077], [4.17908, -0.56916, 1.08335], [2.77977, -0.70376, 0.59534], [0.06570, 3.94932, 2.71898], [1.13460, 3.09458, 2.16676], [1.78580, 2.13181, 3.09142], [0.17811, -3.17204, -4.91727], [1.81507, -1.57880, 1.18767], [-0.07463, -4.55833, -5.37347], [-2.10126, 1.88459, -3.06458], [-1.53757, 0.40405, -2.29044], [2.43233, 1.42765, 2.57543], [1.58328, -4.06617, 3.51173], [-3.96139, 1.79207, 2.69398], [4.71858, 0.13214, 0.45313], [-0.58484, 4.39879, 1.96945], [0.06613, -5.84391, 3.30478], [-1.06533, 4.25115, -0.29740], [2.74789, 4.23569, 1.60169], [0.29785, -3.45011, -2.82561], [-1.65156, -5.74714, 3.76868], [2.49692, 2.89019, 0.50536], [4.21702, -0.24649, 2.12471], [-1.29392, -0.88403, 2.78950], [-3.35871, 2.63263, 1.29345], [-0.45808, -4.73563, 4.62518], [1.51752, 0.90624, -4.37008], [-3.94590, -0.63203, 1.51412], [0.84728, 3.37305, -1.51429], [1.02357, 0.62409, -6.03183], [-2.63799, -0.89742, 0.37844], [3.19866, -2.52243, 2.53700], [-0.19315, 1.01256, -4.82065], [-1.13781, 0.69022, 3.60186], [-0.03185, 3.02299, -2.99388], [0.62011, 4.78908, 3.17028], [2.42686, 2.75136, 3.73647], [0.88512, 1.74731, -2.20593], [4.67532, -1.54103, 1.03709], [-2.64470, 3.42886, -0.29984], [0.80807, -5.17891, -5.21044], [-2.46107, 2.67197, 2.83650], [1.44095, 4.34229, 0.42889], [-0.50222, 3.47558, 3.51446], [-3.76007, 0.46503, 0.16280], [-1.49044, -2.42415, 0.97729], [-0.91446, -4.99876, -4.83576], [1.08443, 1.62014, 3.74414], [-1.99029, 4.10189, -1.77583], [-2.64385, -0.19911, 3.67482], [-0.30337, -4.56246, -6.43574], [0.24547, -1.89360, -6.71293], [-2.93785, 1.28026, -1.64779]], "orbital_gap_ev": 6.36, "charge": 3, "homo_ev": -17.04, "max_force_ev_per_a": 1.234, "total_energy_ev": -46554.393}

=====

Which of these has the highest charge? C26H44N2O3PtSb

=====

charge of number 2 (C26H44N2O3PtSb)? +3

=====

The highest charge belongs to which entry? C26H44N2O3PtSb